{
  "formula": "C54H38BiClN5O2P2",
  "method": "the ωB97M-V functional and the def2-TZVPD basis",
  "orbital_gap_ev": [5.8, 6.3],
  "e_above_lowest_kcal_mol": 104.1,
  "homo_ha": [-0.364, -0.368],
  "total_charge": 1,
  "symbols": ["Bi", "Cl", "C", "C", "C", "C", "O", "C", "C", "N", "C", "C", "C", "C", "C", "C", "C", "C", "N", "C", "C", "H", "H", "H", "H", "H", "H", "H", "H", "H", "H", "O", "C", "C", "C", "C", "C", "C", "P", "C", "C", "C", "C", "C", "C", "C", "C", "C", "C", "C", "C", "C", "C", "C", "C", "C", "C", "P", "C", "C", "C", "C", "C", "C", "C", "C", "C", "C", "C", "C", "H", "H", "H", "H", "H", "H", "H", "H", "H", "H", "H", "H", "H", "H", "H", "H", "H", "H", "H", "H", "H", "H", "H", "H", "H", "H", "H", "H", "N", "C", "N", "C", "N"],
  "coordinates": [[-0.364, 0.381, -0.467], [0.816, -0.157, -7.322], [0.143, -0.324, -5.731], [-1.207, -0.091, -5.520], [-1.716, -0.214, -4.240], [-0.901, -0.591, -3.179], [-1.455, -0.646, -1.931], [0.454, -0.859, -3.396], [1.398, -1.434, -2.362], [1.239, -0.934, -0.991], [1.933, -1.638, -0.018], [3.194, -2.061, -0.211], [3.711, -3.273, 0.412], [2.903, -4.096, 1.078], [1.491, -3.706, 1.292], [-0.096, -3.340, 3.272], [-1.427, -2.810, 2.847], [-1.463, -2.122, 1.728], [-0.356, -2.113, 0.775], [1.125, -2.214, 1.169], [0.961, -0.693, -4.682], [-1.841, 0.205, -6.344], [-2.758, -0.001, -4.037], [2.413, -1.252, -2.726], [3.766, -1.615, -1.015], [4.755, -3.527, 0.277], [3.252, -5.025, 1.506], [-0.189, -3.847, 4.231], [-2.271, -2.825, 3.522], [-2.334, -1.583, 1.385], [2.013, -0.866, -4.871], [0.693, -2.185, 3.590], [0.610, -4.332, 2.327], [1.061, -5.566, 3.004], [1.338, -6.722, 2.391], [1.091, -6.912, 0.975], [0.575, -5.929, 0.232], [0.348, -4.574, 0.759], [-0.655, -3.480, -0.224], [-0.117, -3.461, -1.910], [-0.997, -3.954, -2.850], [-0.607, -4.206, -4.176], [0.744, -4.072, -4.560], [1.640, -3.557, -3.686], [1.253, -3.032, -2.351], [-2.389, -3.889, -0.193], [-3.328, -3.041, -0.786], [-4.671, -3.369, -0.724], [-5.075, -4.537, -0.088], [-4.141, -5.380, 0.497], [-2.793, -5.054, 0.455], [1.463, -1.543, 2.564], [2.892, -1.837, 2.946], [3.903, -0.947, 2.866], [3.636, 0.390, 2.518], [2.292, 0.816, 2.481], [1.220, -0.027, 2.574], [-0.478, 0.579, 2.875], [-0.489, 2.359, 2.406], [0.243, 2.968, 1.383], [-0.022, 4.274, 0.978], [-1.017, 5.005, 1.601], [-1.748, 4.420, 2.629], [-1.494, 3.117, 3.020], [-0.558, 0.604, 4.696], [0.473, 1.111, 5.484], [0.354, 1.125, 6.864], [-0.797, 0.631, 7.468], [-1.827, 0.125, 6.691], [-1.705, 0.109, 5.307], [1.144, -5.505, 4.083], [1.674, -7.565, 2.980], [1.244, -7.891, 0.540], [0.270, -6.123, -0.790], [-2.008, -4.212, -2.576], [-1.340, -4.575, -4.879], [1.057, -4.384, -5.547], [2.680, -3.452, -3.970], [2.005, -3.370, -1.635], [-3.002, -2.139, -1.292], [-5.404, -2.716, -1.179], [-6.126, -4.791, -0.048], [-4.459, -6.288, 0.989], [-2.068, -5.705, 0.927], [3.063, -2.828, 3.340], [4.910, -1.247, 3.126], [4.434, 1.114, 2.441], [2.120, 1.883, 2.489], [1.040, 2.444, 0.870], [0.560, 4.721, 0.181], [-1.217, 6.022, 1.292], [-2.527, 4.983, 3.126], [-2.084, 2.683, 3.819], [1.374, 1.493, 5.019], [1.157, 1.522, 7.471], [-0.888, 0.644, 8.546], [-2.725, -0.256, 7.160], [-2.509, -0.287, 4.697], [0.265, 6.336, -2.091], [0.442, 5.252, -2.443], [0.678, 4.030, -2.883], [0.496, 2.942, -2.325], [0.381, 1.855, -1.872]],
  "lowdin_charge": [1.867, 0.682, -0.658, -0.084, -0.001, -0.379, -0.382, -0.158, -0.218, -0.169, -0.266, -0.027, -0.050, -0.008, -0.240, -0.197, 0.005, -0.210, -0.160, -0.189, -0.063, 0.112, 0.123, 0.138, 0.129, 0.119, 0.124, 0.153, 0.129, 0.110, 0.120, -0.028, -0.144, -0.004, -0.059, -0.058, -0.054, -0.240, 1.144, -0.207, -0.056, -0.014, -0.057, -0.013, -0.207, -0.312, -0.080, -0.046, -0.049, -0.049, -0.049, -0.325, 0.020, -0.062, -0.022, -0.103, -0.277, 1.052, -0.397, -0.197, -0.073, -0.060, -0.065, -0.096, -0.376, -0.068, -0.065, -0.072, -0.076, -0.110, 0.126, 0.115, 0.115, 0.119, 0.104, 0.114, 0.120, 0.130, 0.127, 0.098, 0.116, 0.115, 0.115, 0.112, 0.131, 0.121, 0.112, 0.095, 0.052, 0.088, 0.114, 0.110, 0.103, 0.107, 0.109, 0.108, 0.106, 0.096, 0.128, -0.365, 0.119, -0.314, -0.044]
}